{"formula": "C25H40BBrCl20NO2", "method": "wB97M-V/def2-TZVPD", "symbols": ["C", "C", "C", "O", "O", "C", "C", "C", "C", "C", "C", "B", "C", "C", "C", "C", "N", "C", "C", "C", "C", "C", "Br", "C", "C", "H", "H", "H", "H", "H", "H", "H", "H", "H", "H", "H", "H", "H", "H", "H", "H", "H", "H", "H", "H", "H", "H", "H", "H", "H", "H", "H", "H", "H", "H", "H", "H", "H", "H", "H", "H", "H", "H", "H", "H", "C", "Cl", "Cl", "Cl", "Cl", "C", "Cl", "Cl", "Cl", "Cl", "C", "Cl", "Cl", "Cl", "Cl", "C", "Cl", "Cl", "Cl", "Cl", "C", "Cl", "Cl", "Cl", "Cl"], "coordinates": [[3.9808, -3.4782, 2.1358], [4.7333, -2.9969, 3.2651], [5.0930, -1.4954, 3.5153], [6.0419, -1.2031, 4.2584], [4.3977, -0.4135, 2.8760], [5.2830, 0.0095, 1.8032], [4.5956, 0.0956, 0.3636], [3.3939, -0.9274, 0.1203], [2.3780, -0.2544, -0.9063], [0.8912, -0.8995, -0.8534], [0.1770, -0.6793, 0.5581], [-1.2454, 0.1172, 0.5791], [-2.5491, -0.9006, 0.3049], [-2.2603, -2.0837, -0.7213], [-3.5416, -3.0876, -0.6416], [-3.1298, -4.5588, -0.1692], [-2.5678, -4.6044, 1.2052], [-1.4244, 1.3908, -0.4351], [-0.1100, 2.2825, -0.6862], [-2.0671, 1.0940, -1.8640], [-2.0332, 2.3897, -2.8458], [-1.5081, 0.6092, 2.1645], [-1.0279, -0.7464, 3.5409], [-0.8788, 2.0020, 2.5782], [0.6823, 2.0283, 2.9055], [2.8450, -3.4344, 2.0916], [4.5665, -3.8883, 1.2545], [5.1332, -3.7469, 4.0191], [5.6151, 1.0761, 2.0676], [6.2340, -0.5963, 1.7006], [4.2345, 1.1716, 0.1991], [5.4030, -0.0614, -0.4347], [3.8530, -1.8375, -0.4108], [2.8712, -1.2811, 1.0575], [2.7357, -0.4554, -1.9785], [2.3187, 0.8777, -0.8091], [1.0502, -2.0151, -1.0313], [0.3501, -0.4793, -1.7534], [0.9809, -0.2581, 1.2642], [-0.0260, -1.7377, 0.9651], [-2.8089, -1.4199, 1.3025], [-3.5018, -0.3061, 0.0527], [-1.3639, -2.7282, -0.4718], [-2.1907, -1.7785, -1.8095], [-4.1403, -3.0811, -1.6104], [-4.2588, -2.6908, 0.1639], [-2.4368, -5.0436, -0.9228], [-4.0922, -5.1825, -0.1607], [-2.8660, -3.8073, 1.7734], [-1.5474, -4.7001, 1.1816], [-2.1679, 2.1062, 0.0873], [0.3728, 1.8954, -1.6563], [0.6794, 2.1627, 0.1144], [-0.3575, 3.3809, -0.9118], [-1.5897, 0.2559, -2.4553], [-3.1823, 0.8316, -1.7912], [-0.9859, 2.3791, -3.3121], [-2.7489, 2.2075, -3.7146], [-2.2499, 3.3530, -2.2858], [-2.6599, 0.7323, 2.2254], [-1.0812, 2.8671, 1.8585], [-1.4074, 2.3220, 3.5504], [1.3069, 2.6393, 2.1618], [1.1749, 1.0214, 3.0412], [0.8197, 2.5793, 3.9045], [-4.7740, -5.6119, 4.2734], [-3.6440, -6.9690, 4.4597], [-6.0490, -5.7303, 5.5060], [-3.8990, -4.0807, 4.4737], [-5.5061, -5.6690, 2.6582], [2.3205, 0.2760, -5.1951], [1.2352, -1.0956, -4.8952], [1.5658, 1.7674, -4.5973], [3.8583, 0.0098, -4.3486], [2.6230, 0.4230, -6.9400], [6.2069, 3.8263, -4.5682], [4.6786, 2.9514, -4.7837], [6.1281, 5.3807, -5.4249], [6.4828, 4.1175, -2.8389], [7.5421, 2.8561, -5.2253], [-6.0029, 1.5878, 2.7721], [-5.7480, 2.0683, 4.4629], [-7.6745, 1.9609, 2.2957], [-4.8769, 2.4810, 1.7287], [-5.7173, -0.1550, 2.6028], [-2.1864, 6.5166, -3.5967], [-0.8306, 5.3736, -3.5798], [-2.4676, 7.1249, -1.9526], [-1.8030, 7.8772, -4.6738], [-3.6471, 5.6938, -4.1807]], "atomic_forces_ev_per_a": [[0.51, 0.67, 0.88], [-0.78, 0.78, -0.52], [-0.52, 0.47, 2.85], [-2.07, -1.21, -2.02], [1.70, -2.78, -0.55], [0.70, 2.01, -1.38], [-0.24, 0.17, 0.34], [0.49, 0.47, -1.26], [-0.83, -0.86, -0.81], [1.36, 0.08, 0.23], [1.33, -1.33, -0.49], [-0.66, -0.68, 0.68], [0.44, -0.87, 0.23], [-2.28, -0.81, 0.06], [0.35, -0.05, 0.48], [-1.38, 0.30, -0.53], [0.29, -0.25, -0.82], [0.01, 1.83, -0.65], [0.06, -0.44, -1.03], [-1.06, 1.10, -0.65], [0.55, -1.48, -0.05], [-1.13, 2.22, -1.03], [-0.31, 0.24, -0.07], [0.07, 0.39, 1.51], [0.51, 0.82, 0.62], [1.64, 1.55, -0.84], [-1.05, -1.31, 1.68], [1.22, 1.12, -1.82], [-0.31, -1.53, -0.30], [-1.24, 0.35, 0.55], [0.29, -1.56, 0.35], [-1.01, 0.15, 1.15], [-0.79, 1.01, 0.87], [0.69, 0.75, -1.01], [-0.23, 0.37, 1.55], [0.10, -1.43, 0.21], [-0.29, 1.24, -0.01], [0.30, -0.50, 1.10], [-1.20, -0.38, -0.90], [0.33, 1.44, -0.33], [0.36, 0.53, -1.27], [1.20, -0.96, 0.02], [-0.77, 1.11, -0.10], [0.19, -0.04, 1.29], [0.79, -0.30, 1.07], [0.95, -0.50, -1.09], [-0.59, 0.55, 0.98], [1.19, 0.64, -0.15], [0.45, -0.26, -0.43], [-0.69, 0.49, 0.20], [0.73, -0.90, -0.79], [-0.45, 0.51, 1.35], [-1.07, 0.37, -0.74], [0.47, -1.41, 0.61], [-0.29, 0.80, 0.88], [1.60, 0.13, 0.22], [-1.45, 0.59, 0.67], [0.71, 0.49, 1.15], [0.22, -1.24, -0.84], [1.82, -0.26, 0.38], [0.01, -1.54, 0.56], [0.73, -0.37, -1.27], [-1.00, -1.00, 0.81], [-0.75, 1.04, -0.28], [-0.11, -0.80, -1.34], [0.16, 0.16, -0.19], [-0.17, 0.17, -0.01], [0.12, -0.01, -0.10], [-0.17, -0.24, -0.01], [0.07, 0.00, 0.27], [-0.09, -0.13, 0.13], [0.17, 0.25, -0.02], [0.09, -0.26, -0.07], [-0.31, -0.36, -0.23], [-0.01, 0.01, 0.18], [-0.18, -0.02, 0.00], [0.52, 0.61, 0.05], [0.05, -0.17, 0.10], [-0.04, -0.05, -0.26], [-0.15, 0.12, 0.08], [0.22, -0.09, -0.10], [-0.05, -0.06, -0.21], [0.14, -0.02, 0.06], [-0.24, -0.18, 0.18], [-0.01, 0.33, 0.02], [0.10, -0.16, 0.03], [-0.18, 0.40, -0.05], [0.03, -0.09, -0.24], [-0.06, -0.12, 0.11], [0.21, 0.13, 0.09]], "lowdin_charge": [0.045, -0.046, -0.423, 0.057, -0.065, -0.195, -0.161, -0.198, -0.215, -0.199, -0.165, -0.793, -0.171, -0.192, -0.203, -0.306, -0.027, -0.267, -0.092, -0.223, -0.171, -0.591, 0.626, -0.299, -0.153, 0.091, 0.082, 0.114, 0.130, 0.125, 0.107, 0.114, 0.110, 0.083, 0.047, 0.092, 0.102, 0.075, 0.078, 0.077, 0.067, 0.095, 0.090, 0.093, 0.098, 0.095, 0.108, 0.079, 0.024, 0.064, 0.110, 0.052, 0.056, 0.070, 0.087, 0.106, 0.014, 0.069, 0.039, 0.046, 0.103, 0.094, 0.064, 0.037, 0.069, -2.029, 0.504, 0.496, 0.523, 0.516, -2.014, 0.541, 0.525, 0.501, 0.512, -2.021, 0.482, 0.508, 0.519, 0.510, -2.025, 0.508, 0.496, 0.541, 0.528, -2.026, 0.545, 0.515, 0.500, 0.518], "charge": -1, "total_energy_ev": -353319.41788, "lumo_energy_ev": 0.4398}